[1]
ORCA calculation (ωB97M-V with the def2-TZVPD basis set) on a 2-piece molecular cluster, C3H8FN4 overall in a non-equilibrium geometry.

Structure (ORCA input):
```
! RIJCOSX wB97M-V def2-TZVPD def2/J DEFGRID3
* xyz 1 1
N -1.476 0.872 -1.221
H -3.382 -0.153 1.494
H 0.273 -1.773 -0.429
C 0.161 -0.745 -0.450
N 1.297 1.498 -0.341
H 1.508 -0.756 1.932
C 1.186 0.175 0.082
N 0.999 -0.069 1.492
F -2.694 -0.183 0.871
C -1.017 -0.443 -1.014
N -1.042 1.904 -0.831
H 2.222 -0.174 -0.045
H 0.723 0.622 2.181
H -1.706 -1.300 -1.341
H 1.840 2.138 0.242
H -2.420 1.055 -1.785
*
```

frontier orbital gap (spin up / spin down): 7.246 / 7.987 eV
LUMO energy (spin up / spin down): -6.04 / -5.44 eV
HOMO energy (spin up / spin down): -13.3 / -13.4 eV
E: -11905.42803 eV
ΔE to the lowest compared entry with this formula, charge and spin: 3.4674 eV

[2]
ORCA calculation (ωB97M-V with the def2-TZVPD basis set) on a 2-piece molecular cluster, C6H12N2S overall in a non-equilibrium geometry.

Structure (ORCA input):
```
! RIJCOSX wB97M-V def2-TZVPD def2/J DEFGRID3
* xyz 0 1
H 3.339 0.723 -0.080
H -3.267 -1.361 1.022
S 0.123 -2.316 0.289
C 1.249 0.308 0.306
C 2.568 0.067 -0.528
H -2.232 -1.054 -0.452
C -2.633 -0.776 0.519
H 1.532 -0.017 1.362
H -1.930 -0.039 -2.434
H 2.248 0.324 -1.559
C -0.296 -0.310 -1.429
H 2.725 -0.970 -0.420
H 0.377 -2.129 1.618
H 1.450 2.270 0.953
N -0.947 -0.235 -2.443
N 0.796 1.706 0.354
H -2.646 0.698 1.981
H 0.982 2.260 -0.508
C -2.241 0.444 1.002
C 0.181 -0.624 -0.238
H -1.377 1.029 0.686
*
```

frontier orbital gap: 8.649 eV
SMILES: C[C@@H](N)C(S)=C=N.C=C
LUMO energy: 0.70 eV
HOMO energy: -8.0 eV
E: -20228.33979 eV
ΔE to the lowest compared entry with this formula, charge and spin: 3.8256 eV

[3]
ORCA calculation (ωB97M-V with the def2-TZVPD basis set) on one molecule with the formula C20H25FN4O2.

Structure (ORCA input):
```
! RIJCOSX wB97M-V def2-TZVPD def2/J DEFGRID3
* xyz 0 1
H 0.412 -1.063 0.409
H 1.007 -1.735 -4.352
H 1.776 1.448 -0.668
H 0.580 -0.672 -1.305
C 2.475 3.101 5.288
H -3.998 -2.656 0.525
H -2.149 -2.843 -1.545
N 1.621 1.068 1.388
O 3.729 0.389 1.831
C 2.352 0.804 5.969
H 2.506 4.156 5.509
H -1.109 0.948 -1.219
H -2.637 -2.486 -4.203
F 2.620 3.613 2.998
C 2.423 0.400 4.647
C -3.370 -1.797 0.642
H -1.611 -0.428 -5.224
C -1.013 -1.320 -5.015
C 0.473 -0.242 -0.310
C -1.988 -1.160 -2.687
N -1.893 -0.201 0.301
H -3.847 -0.943 2.646
H 2.330 2.465 7.321
H -1.052 -2.902 -3.535
C 2.379 2.151 6.290
H -0.501 -1.662 -7.084
H 2.420 -0.649 4.394
H 2.282 0.064 6.752
C -0.587 1.834 0.671
C -2.453 -1.296 -0.264
H 0.349 -0.199 -3.766
C -3.294 -0.922 1.728
H 0.432 2.412 2.466
C -0.810 0.610 -0.220
C 2.506 1.336 3.624
H 2.614 0.008 -0.062
H -1.968 -2.492 -6.568
C 0.319 1.515 1.854
C 0.392 -0.876 -4.616
C 2.681 0.888 2.200
N -2.095 -1.835 -1.503
H -0.386 -3.099 -6.070
H -0.157 0.740 2.468
N -2.404 0.025 1.509
H 0.871 -0.354 -5.440
O -2.124 0.039 -2.777
C 2.538 2.680 3.973
H -0.144 2.634 0.078
C -0.966 -2.198 -6.261
C 1.699 0.599 0.020
H -1.548 2.176 1.051
C -1.684 -2.072 -3.860
*
```

frontier orbital gap: 9.453 eV
SMILES: CC(C)CC(=O)Nc1ccnn1C1CCN(C(=O)c2ccccc2F)CC1
LUMO energy: 0.52 eV
HOMO energy: -8.9 eV
E: -33919.53620 eV
ΔE to the lowest compared entry with this formula, charge and spin: 1.0087 eV

[4]
ORCA calculation (ωB97M-V with the def2-TZVPD basis set) on a 2-piece molecular cluster, C26H21FO4S2 overall in a non-equilibrium geometry.

Structure (ORCA input):
```
! RIJCOSX wB97M-V def2-TZVPD def2/J DEFGRID3
* xyz 0 1
H 0.080 2.555 -1.880
C 3.829 -0.125 -0.367
S -0.655 0.487 -1.275
C -3.000 -1.159 2.042
H -0.015 2.228 1.294
C 3.104 -1.002 3.049
H 3.808 0.964 3.699
H -5.080 -0.671 2.089
C 1.099 0.437 1.672
O -0.187 -0.849 -0.925
O 2.634 2.749 -2.445
C -3.327 1.217 -1.835
H 2.287 -2.743 2.026
H 4.963 -3.029 -1.710
H -2.278 2.632 2.268
C 2.231 -1.665 2.186
C -1.682 -0.724 2.140
C 3.251 -0.265 -2.717
C 1.238 -0.958 1.519
C -0.152 1.148 1.373
C 2.168 1.109 2.337
C -2.492 1.558 2.215
H -1.808 -1.724 -2.628
C -4.651 0.867 -2.097
C -3.795 1.087 2.245
C -2.309 0.281 -2.056
H 2.194 2.201 2.333
H 4.013 -1.976 -3.761
C -4.070 -0.282 2.105
H -0.893 -1.450 2.301
C 4.481 -2.056 -1.650
C 4.435 -1.376 -0.432
C -4.960 -0.400 -2.598
H -5.993 -0.652 -2.862
C 3.132 0.360 -1.471
C -2.612 -1.001 -2.510
O 2.509 2.427 0.033
H -4.613 1.798 2.330
C 3.924 -1.484 -2.796
C 3.098 0.403 3.089
H 0.521 -1.497 0.904
C -1.426 0.653 1.995
O -1.320 1.327 -0.167
H 4.869 -1.800 0.472
C 0.546 1.699 -1.391
H 3.877 0.484 0.539
F -3.230 -2.505 1.902
H 2.849 0.229 -3.601
H -4.165 -2.334 -3.164
H -5.446 1.592 -1.921
C -3.939 -1.335 -2.789
H 3.801 -1.571 3.660
S 2.252 1.937 -1.311
H -3.097 2.208 -1.458
*
```

frontier orbital gap: 6.608 eV
LUMO energy: -1.05 eV
HOMO energy: -7.7 eV
E: -59873.63727 eV
ΔE to the lowest compared entry with this formula, charge and spin: 1.7891 eV

[5]
ORCA calculation (ωB97M-V with the def2-TZVPD basis set) on a 2-piece molecular cluster, C6H13N2 overall in a non-equilibrium geometry.

Structure (ORCA input):
```
! RIJCOSX wB97M-V def2-TZVPD def2/J DEFGRID3
* xyz 1 1
C 0.011 0.389 0.282
N 1.116 -0.287 -0.419
H 0.751 -2.129 0.497
H 2.303 0.467 -2.217
N -2.096 -1.081 2.460
C 0.850 -1.764 -0.570
H 1.453 2.487 -1.112
C -0.217 1.509 -0.294
C 0.681 1.840 -1.442
H -1.077 2.138 0.024
H -0.008 -2.078 -1.061
C -1.790 0.245 2.291
H 0.764 -0.134 -2.510
H 2.119 -0.163 0.056
H -2.359 0.803 1.510
H -1.103 0.525 3.068
H -2.799 -1.370 1.803
C 1.300 0.412 -1.790
H -1.758 -1.876 3.036
H 1.629 -2.194 -1.253
H 0.230 2.262 -2.361
*
```

frontier orbital gap: 7.845 eV
LUMO energy: -3.98 eV
HOMO energy: -11.8 eV
E: -9402.03762 eV
ΔE to the lowest compared entry with this formula, charge and spin: 4.8300 eV

[6]
ORCA calculation (ωB97M-V with the def2-TZVPD basis set) on C10H19HfNOSi as an isolated structure in a non-equilibrium geometry.

Structure (ORCA input):
```
! RIJCOSX wB97M-V def2-TZVPD def2/J DEFGRID3
* xyz 0 1
H 0.878 4.986 0.854
H 1.360 4.263 2.400
C -0.652 -0.213 2.341
H -0.867 1.333 -2.294
H 2.045 3.717 -1.878
C 1.703 4.490 1.383
C -1.742 -1.266 0.580
C -0.700 0.357 -1.844
H 4.447 2.652 1.602
H 3.259 2.430 -1.737
H 3.910 1.117 0.891
C -1.780 -0.126 1.450
N 1.348 -0.833 -1.295
C -0.597 -2.056 0.922
H 3.208 1.678 2.420
C 0.098 -1.396 1.992
C 3.571 2.007 1.439
H 2.522 5.219 1.467
H -0.479 0.430 3.209
H 0.309 -1.136 -3.123
H 1.173 0.402 -3.005
H 3.644 4.075 -1.204
H -0.365 -3.041 0.527
O 0.912 1.909 0.408
H -2.598 0.592 1.530
C 2.845 3.319 -1.241
Si 2.224 2.921 0.491
H -2.523 -1.536 -0.126
Hf 0.233 0.134 0.137
H 0.946 -1.791 2.551
C 0.578 -0.325 -2.418
H 2.119 -1.459 -1.521
H -1.566 -0.283 -2.048
*
```

frontier orbital gap: 8.688 eV
LUMO energy: 0.66 eV
HOMO energy: -8.0 eV
E: -23403.32652 eV
ΔE to the lowest compared entry with this formula, charge and spin: 0.0000 eV

[7]
ORCA calculation (ωB97M-V with the def2-TZVPD basis set) on C33H32N3O3PRuS2Si as an isolated structure in a non-equilibrium geometry.

Structure (ORCA input):
```
! RIJCOSX wB97M-V def2-TZVPD def2/J DEFGRID3
* xyz 1 6
C 1.956 -2.141 -3.707
C -1.841 4.125 -3.026
O 1.823 0.109 -2.837
C -1.905 2.240 1.106
C -1.523 1.453 -2.963
C 1.487 -1.091 -2.716
H 3.994 -2.920 -6.218
H -1.062 5.357 3.295
C 4.896 1.136 2.446
N 0.742 -1.591 1.081
H 1.500 -4.282 2.827
C -5.887 -1.307 0.302
H -2.084 -2.399 -1.180
H 2.978 -2.400 4.159
O -0.906 -3.559 -2.353
Ru -0.473 -0.421 -0.326
C -0.626 2.566 1.444
C -2.006 2.109 -1.823
C 0.830 -2.863 1.430
C -2.666 4.117 2.440
H 1.440 -5.454 -3.702
C 4.379 -0.501 4.885
C 1.877 -4.535 -4.105
H 3.027 -5.196 -5.787
H 4.470 1.757 1.584
C -5.975 0.092 0.452
H -4.857 1.951 0.096
H 2.356 1.433 5.516
H 0.196 1.986 1.026
C 2.439 1.548 4.427
H -2.030 -2.464 0.387
H 5.018 0.232 5.495
H -6.896 0.487 0.803
H -2.133 5.213 -2.974
H 2.713 2.596 4.293
H 5.095 -1.290 4.597
H -3.987 2.648 1.839
H -1.905 4.019 -0.873
C -1.336 4.466 2.725
H 5.503 1.757 3.120
H 1.369 1.369 4.094
H -1.451 0.360 -2.928
C -4.747 -1.964 -0.055
H -3.521 4.661 2.916
H 2.679 -0.901 -5.371
S 1.612 0.612 0.261
Si 3.569 0.383 3.479
C -2.957 2.958 1.769
N -2.195 -1.768 -0.374
C 3.174 -3.044 -5.512
C -3.711 0.217 -0.314
C -0.326 3.610 2.331
H 3.634 -0.793 5.622
C -1.658 3.499 -4.233
C 1.561 -3.427 -3.358
C 1.604 -0.638 1.537
C -1.200 2.182 -4.105
C 2.720 -1.892 -4.892
C 2.404 -0.931 2.683
S 0.498 -3.315 -2.005
H -6.788 -1.877 0.280
C 1.569 -3.244 2.570
C 2.334 -2.224 3.251
C -3.590 -1.195 -0.261
H 5.504 0.347 1.975
H 0.262 -3.662 0.985
C -1.851 3.481 -1.813
C -4.870 0.877 0.097
O 1.085 -4.150 -0.975
P -2.136 1.114 -0.268
H -1.792 3.999 -5.214
N 0.675 -1.618 -1.695
H 0.705 3.751 2.699
H -4.702 -3.043 -0.176
C 2.770 -4.327 -5.168
H -0.853 1.604 -5.022
*
```

frontier orbital gap (spin up / spin down): 6.418 / 6.043 eV
LUMO energy (spin up / spin down): -2.58 / -5.45 eV
<S²>: 8.778
HOMO energy (spin up / spin down): -9.0 / -11.5 eV
E: -86761.92736 eV
ΔE to the lowest compared entry with this formula, charge and spin: 0.0000 eV

[8]
ORCA calculation (ωB97M-V with the def2-TZVPD basis set) on a 2-piece molecular cluster, C4H9N4 overall in a non-equilibrium geometry.

Structure (ORCA input):
```
! RIJCOSX wB97M-V def2-TZVPD def2/J DEFGRID3
* xyz 1 1
H 2.522 -1.040 0.653
C 0.521 0.431 0.953
N -2.992 -0.045 -0.004
H 0.507 1.068 -1.973
H 0.653 0.315 2.008
H 1.176 0.747 0.170
H -2.250 -0.584 1.795
H -3.211 1.012 -1.791
C -2.079 -0.068 0.898
C -1.231 0.842 -1.192
N -2.514 0.592 -1.172
N -0.438 1.439 -2.018
H 1.529 -1.699 1.609
H 1.092 -2.056 0.117
N 1.504 -1.342 0.713
H -0.685 1.889 -2.935
C -0.778 0.326 0.490
*
```

frontier orbital gap: 8.701 eV
LUMO energy: -3.68 eV
HOMO energy: -12.4 eV
E: -10244.61718 eV
ΔE to the lowest compared entry with this formula, charge and spin: 3.3812 eV